Record 1
The following is a quantum chemistry calculation of a structure of composition C29H45BMoN6S3Si, from the OMol25 dataset.

Results
multiplicity = 3
total charge = +2
LUMO level (alpha / beta) = -7.325 / -6.802 eV

Geometry as XYZ:
```
86
Properties=species:S:1:pos:R:3:forces:R:3:mulliken_spin:R:1
Mo -0.452 -0.040 0.204 0.1 0.8 0.3 2.1113
C 3.248 -2.732 0.775 2.4 0.6 0.3 0.0042
C 3.558 -2.780 -0.745 0.9 -1.2 -0.4 -0.0017
C 4.002 -4.279 -1.113 -1.0 1.6 1.7 0.0000
C 4.632 -1.717 -1.189 0.0 -1.9 1.0 -0.0003
N 2.301 -2.551 -1.495 0.0 0.3 -2.0 0.0047
C 1.946 -3.236 -2.722 0.8 0.7 3.1 0.0019
C 0.913 -2.596 -3.193 -2.4 2.7 0.2 0.0047
N 0.617 -1.423 -2.399 1.2 -1.6 -0.5 0.0653
B -0.551 -0.445 -2.780 -0.6 -0.7 -0.5 -0.1366
N -0.182 1.049 -2.539 0.1 1.0 1.1 0.0391
C 0.704 1.592 -3.445 -0.4 -0.8 -1.5 0.0179
C 1.090 2.799 -2.973 0.7 0.4 -0.5 0.0089
N 0.529 3.004 -1.749 -0.7 0.0 -0.1 0.0280
C -0.280 1.948 -1.447 -0.4 0.0 -2.3 -0.0349
S -1.666 1.999 -0.346 1.1 -1.4 0.2 -0.0110
C 0.728 4.321 -1.027 0.7 0.9 -0.2 -0.0049
C 0.563 4.111 0.444 1.5 1.1 1.6 0.0152
C -0.274 5.420 -1.478 -0.4 0.5 0.0 0.0022
C 2.234 4.725 -1.275 -0.5 0.5 0.6 0.0003
N -1.978 -0.962 -2.246 -0.2 -1.9 -0.2 0.0259
C -2.958 -1.254 -3.214 0.2 1.5 0.0 0.0082
C -4.101 -1.634 -2.614 0.2 -0.2 1.3 0.0014
N -3.795 -1.765 -1.225 0.0 -0.6 -1.4 0.0066
C -2.470 -1.500 -1.091 -0.4 -0.1 0.1 -0.0049
S -1.482 -2.162 0.239 0.0 1.4 -0.1 -0.0205
C -4.815 -2.394 -0.262 -0.9 0.0 0.4 0.0001
C -4.650 -3.914 -0.205 -0.4 -0.4 -0.5 -0.0004
C -4.673 -1.775 1.112 0.1 0.8 0.7 0.0062
C -6.239 -2.019 -0.771 0.1 -0.3 -0.1 -0.0002
C 1.559 -1.443 -1.430 -0.3 0.5 -0.1 -0.0057
S 1.857 -0.098 -0.317 -0.8 -0.5 0.2 0.0013
H 4.140 -3.223 1.295 -1.3 0.6 -0.6 -0.0009
H 3.228 -1.669 1.140 -0.1 -1.2 -0.2 0.0048
H 2.341 -3.254 1.042 -0.3 -0.2 0.0 -0.0009
H 4.856 -4.535 -0.501 0.2 0.0 0.1 0.0000
H 3.159 -4.879 -0.762 0.2 -0.4 -0.3 -0.0001
H 4.234 -4.470 -2.138 0.1 0.1 -0.6 0.0000
H 5.600 -2.187 -0.924 -0.3 0.5 -0.4 0.0000
H 4.595 -1.512 -2.263 0.0 0.1 0.3 -0.0004
H 4.524 -0.861 -0.540 0.0 0.6 -0.3 0.0020
H 2.393 -4.148 -2.980 0.4 -0.8 -0.4 0.0005
H 0.251 -2.791 -3.987 -0.3 -0.4 -0.9 0.0002
H -0.708 -0.533 -3.976 0.3 0.0 0.3 -0.0002
H 0.876 1.135 -4.484 -0.1 0.7 2.1 0.0015
H 1.706 3.547 -3.470 -0.3 -0.4 0.4 0.0018
H -0.449 3.963 0.782 -0.2 0.0 0.1 -0.0032
H 1.209 3.284 0.763 -0.2 0.0 0.2 0.0019
H 0.992 5.038 0.976 -0.8 -1.4 -0.8 -0.0001
H -1.341 5.147 -1.260 1.0 -0.1 -0.4 0.0001
H -0.114 6.320 -0.842 0.2 -0.7 -0.3 -0.0001
H -0.173 5.796 -2.521 0.0 -0.6 0.6 0.0000
H 2.938 3.932 -0.988 -0.4 0.0 -0.1 0.0001
H 2.419 5.007 -2.303 0.1 0.1 -0.2 -0.0003
H 2.502 5.611 -0.652 -0.5 -0.6 -0.4 0.0000
H -2.705 -1.080 -4.248 -0.4 0.2 0.1 0.0003
H -5.110 -1.812 -2.985 0.7 0.0 0.1 -0.0003
H -3.675 -4.208 0.182 0.1 0.0 -0.2 0.0006
H -5.396 -4.439 0.443 0.4 0.9 -0.4 -0.0002
H -4.810 -4.292 -1.229 0.3 -0.2 0.4 0.0001
H -3.671 -2.040 1.571 -1.5 0.4 -0.2 -0.0027
H -4.765 -0.658 0.959 0.2 -1.0 0.6 -0.0005
H -5.564 -2.128 1.731 1.5 0.5 -0.6 -0.0003
H -6.600 -2.666 -1.567 0.2 -0.1 -0.2 0.0000
H -7.002 -2.134 0.010 0.5 0.1 0.1 0.0001
H -6.271 -0.995 -1.133 0.0 0.2 0.1 0.0001
C -1.871 0.317 3.482 -0.9 -0.2 -2.2 0.0159
Si -0.131 0.220 2.661 -0.2 -0.9 3.2 -0.1891
C 0.582 -1.351 3.568 0.3 0.0 -2.5 0.0261
C 0.961 1.539 3.496 -1.5 0.0 -0.1 0.0008
C 2.298 1.474 3.185 0.7 -1.0 -1.2 -0.0042
C 3.259 2.306 3.686 0.4 1.4 0.9 0.0030
C 2.812 3.335 4.545 0.5 1.2 0.4 -0.0031
C 1.477 3.383 4.976 -0.5 -0.3 -0.5 0.0014
C 0.539 2.448 4.471 0.2 0.7 0.6 -0.0053
H -1.793 0.429 4.552 0.1 0.3 0.3 0.0021
H -2.517 -0.595 3.296 0.8 0.9 0.1 0.0050
H -2.403 1.177 2.998 0.1 -0.5 0.8 0.0046
H 0.557 -1.133 4.619 -0.3 -0.1 0.5 -0.0014
H 1.625 -1.528 3.289 0.1 0.2 0.1 0.0030
H 0.074 -2.267 3.232 -0.2 0.2 0.6 0.0028
H 2.584 0.693 2.475 0.2 0.1 0.1 0.0021
H 4.326 2.216 3.414 -0.8 0.1 0.1 0.0002
H 3.499 4.180 4.874 -0.8 -1.5 -0.4 -0.0001
H 1.074 4.175 5.635 0.7 -0.6 -0.3 0.0003
H -0.478 2.467 4.919 0.7 0.0 -0.8 0.0000
```
Positions in Å, forces in eV/Å.

Record 2
The following is a quantum chemistry calculation of a structure of composition C29H45BaNO6S2Si3Te, from the OMol25 dataset.

Results
total charge = -2
relative energy (zero: lowest compared OMol25 entry of this formula, charge and spin) = 2.0781 eV
LUMO level = 3.843 eV

Geometry as XYZ:
```
88
Properties=species:S:1:pos:R:3:forces:R:3:mulliken_charge:R:1
Ba -0.047 -0.191 -0.336 -0.4 1.1 1.0 1.4089
O -0.809 -2.620 -1.220 -0.3 -0.4 -0.2 -0.7018
S 0.477 -3.046 -1.772 0.2 0.4 0.3 1.0792
O 0.779 -4.443 -1.572 -0.1 -0.1 0.0 -0.7061
O 1.514 -2.121 -1.294 0.2 -0.4 -0.2 -0.5264
C 0.525 -2.822 -3.560 0.2 -0.1 0.0 0.0029
C 0.557 -4.004 -4.286 0.0 0.0 0.0 -0.5949
C 0.818 -4.007 -5.648 0.0 0.0 0.0 -0.5311
C 1.079 -2.814 -6.293 0.0 0.1 0.0 -0.5772
C 1.019 -1.624 -5.583 0.0 0.0 0.0 -0.5055
C 0.729 -1.606 -4.226 -0.1 0.1 -0.1 -0.1077
S 0.388 0.031 -3.544 0.0 0.0 0.1 1.3445
O 1.443 0.449 -2.625 0.2 -0.1 -0.1 -0.6179
O 0.223 0.872 -4.704 0.0 0.1 0.0 -0.7261
O -0.840 -0.214 -2.779 -0.2 -0.1 -0.5 -0.7169
H 0.413 -4.930 -3.746 0.0 0.0 0.0 0.4839
H 0.835 -4.945 -6.191 0.0 0.0 0.0 0.3701
H 1.309 -2.798 -7.352 0.0 0.0 0.0 0.3630
H 1.151 -0.672 -6.077 0.0 0.0 0.0 0.4687
C -2.033 -0.084 3.101 0.0 0.0 0.0 -1.1495
Si -0.812 1.522 3.289 0.0 0.0 0.0 0.0192
C -2.203 2.295 4.496 0.0 -0.1 0.0 -1.3167
C 0.471 2.642 4.302 0.0 0.1 0.0 -1.7774
C -0.823 2.239 1.532 0.0 -0.1 0.1 2.0943
Si 0.543 3.305 0.998 0.0 0.1 0.0 -0.1719
C 0.434 3.851 -0.822 0.1 0.0 0.0 -0.7182
C 2.247 2.455 1.014 0.0 -0.1 -0.1 -0.5198
C 0.889 4.974 1.854 -0.1 0.0 -0.1 -1.3539
Si -2.434 2.903 1.083 0.0 -0.1 0.0 -0.1639
C -3.983 1.845 1.372 -0.1 0.0 0.0 -1.3554
C -2.888 4.601 1.818 0.0 0.0 0.1 -1.3981
C -2.674 3.175 -0.799 0.0 -0.1 -0.1 -0.1020
C -3.330 4.288 -1.332 0.0 0.0 0.0 -0.4498
C -3.579 4.371 -2.691 0.0 0.0 0.0 -0.4043
C -3.180 3.321 -3.500 0.0 0.0 0.0 -0.8516
C -2.542 2.240 -2.907 0.0 0.1 0.1 -0.2645
N -2.283 2.164 -1.601 -0.1 -0.1 -0.1 0.6226
H -1.898 -0.767 3.951 0.0 0.0 0.0 0.3633
H -1.803 -0.689 2.206 0.0 0.0 0.0 -0.0193
H -3.097 0.157 3.056 0.1 0.0 0.0 0.4453
H -2.065 1.760 5.450 0.0 0.0 0.0 0.2685
H -3.244 2.134 4.198 0.0 0.0 0.0 0.2718
H -2.068 3.360 4.713 0.0 0.0 0.0 0.3107
H 0.500 2.294 5.344 0.0 0.0 0.0 0.3429
H 0.117 3.675 4.317 0.0 0.0 0.0 0.4409
H 1.504 2.631 3.935 0.0 0.0 0.0 0.2960
H 0.330 3.022 -1.529 0.0 0.0 0.0 -0.0146
H 1.362 4.379 -1.071 0.0 0.0 0.0 0.3516
H -0.395 4.539 -1.004 0.0 0.0 0.0 0.3206
H 2.270 1.652 0.263 0.2 0.0 0.1 0.1699
H 2.519 2.042 1.985 0.0 0.0 0.0 0.0483
H 3.023 3.166 0.715 0.0 0.0 0.0 0.3730
H 0.020 5.635 1.772 0.0 0.0 0.0 0.2638
H 1.729 5.465 1.348 0.0 0.0 0.0 0.3499
H 1.132 4.861 2.908 0.0 0.0 0.0 0.3620
H -4.268 1.795 2.423 0.0 0.0 0.0 0.3748
H -3.851 0.826 1.000 0.0 0.0 0.0 0.1929
H -4.812 2.301 0.818 0.0 0.0 0.0 0.4039
H -2.615 4.598 2.875 0.0 0.0 0.0 0.2060
H -3.957 4.833 1.743 0.0 0.0 0.0 0.3839
H -2.326 5.406 1.333 0.0 0.0 0.0 0.3806
H -3.635 5.090 -0.669 0.0 0.0 0.0 0.3044
H -4.075 5.239 -3.112 0.0 0.0 0.0 0.3889
H -3.343 3.330 -4.570 0.0 0.0 0.0 0.3874
H -2.209 1.405 -3.506 0.0 0.0 0.0 0.3028
C 2.199 -3.458 3.830 0.1 0.0 -0.1 -0.9244
Te 1.305 -3.425 1.894 0.0 -0.1 0.0 0.4845
C 3.008 -4.273 0.942 0.0 0.0 0.0 -0.9131
H 3.121 -2.880 3.825 0.0 0.0 0.0 0.3143
H 2.388 -4.490 4.118 0.0 0.0 0.0 0.4657
H 1.511 -2.995 4.528 0.0 0.0 0.1 0.0743
H 3.232 -5.242 1.385 0.0 0.0 0.0 0.3353
H 3.855 -3.600 1.048 0.0 0.0 0.0 0.3062
H 2.747 -4.388 -0.106 0.0 0.0 0.0 0.2004
C 0.697 0.047 3.330 -0.1 -0.1 -0.1 -0.4234
C 1.242 -0.231 4.672 0.1 0.0 0.1 0.9399
C 0.477 -0.847 5.678 -0.1 0.0 0.0 -0.3319
C 0.978 -1.070 6.951 0.0 0.0 0.0 -0.6222
C 2.271 -0.686 7.284 0.0 0.0 0.0 -0.5523
C 3.047 -0.068 6.309 0.0 0.0 0.0 -0.6731
C 2.543 0.153 5.038 0.0 0.0 0.0 -0.3600
H 0.221 -0.852 2.933 0.1 0.0 0.0 -0.0796
H 1.510 0.339 2.658 0.0 0.0 0.0 0.0758
H -0.538 -1.155 5.447 0.0 0.0 0.0 0.1683
H 0.348 -1.551 7.692 0.0 0.0 0.0 0.3334
H 2.664 -0.859 8.279 0.0 0.0 0.0 0.3317
H 4.059 0.245 6.543 0.0 0.0 0.0 0.3461
H 3.165 0.640 4.295 0.0 0.0 0.0 0.2853
```
Positions in Å, forces in eV/Å.